1.
Here is an isolated molecule of C4H7N3O at a distorted geometry from OMol25. Energies are from ωB97M-V with the def2-TZVPD basis set.

```
! wB97M-V def2-TZVPD RIJCOSX def2/J DEFGRID3
* xyz 0 1
C -3.02 -0.30 0.18
C 0.17 -0.39 -0.49
C 0.75 1.00 -0.46
C 2.01 0.58 0.40
H -3.00 -1.28 0.61
H -3.85 0.40 0.11
H 0.96 1.16 -1.57
H 0.06 1.83 -0.13
H 1.64 0.59 1.34
H 2.92 1.25 0.27
H 0.79 -1.92 0.41
N -1.91 0.21 -0.17
N -0.99 -0.85 -0.18
N 1.16 -1.46 -0.37
O 2.32 -0.84 0.03
*
```

Output
ΔE to the lowest compared entry with this formula, charge and spin (kcal per mole): 117.1
Structure (SMILES): C=N/N=C1\CCON1
Total energy (eV): -10774.6691
Kohn-Sham gap (eV): 9.7075

2.
Here is a structure of composition C31H79Br3N9O15P3 at a distorted geometry from OMol25. Energies are from ωB97M-V with the def2-TZVPD basis set.

```
! wB97M-V def2-TZVPD RIJCOSX def2/J DEFGRID3
* xyz 0 1
C -0.11 -0.74 0.44
Br 1.02 0.80 -0.14
Br 0.04 -2.21 -0.86
Br -1.92 -0.07 0.78
H 0.29 -1.07 1.40
O 0.36 -1.24 4.46
P 0.88 -0.07 5.21
N -0.10 1.30 5.18
C -1.07 1.45 4.09
C 0.04 2.47 6.15
N 2.24 0.62 4.61
C 3.20 1.44 5.37
C 2.73 0.49 3.20
N 1.20 -0.46 6.81
C 2.39 -1.32 7.07
C 0.08 -0.66 7.74
H -1.52 2.44 4.18
H -1.86 0.72 4.23
H -0.63 1.43 3.09
H 0.79 3.15 5.74
H 0.32 2.22 7.18
H -0.89 3.02 6.21
H 2.65 2.28 5.79
H 3.73 0.92 6.17
H 4.01 1.94 4.84
H 2.20 1.18 2.55
H 3.79 0.69 3.06
H 2.58 -0.52 2.81
H 2.17 -2.29 7.52
H 2.87 -1.50 6.11
H 3.07 -0.84 7.77
H 0.48 -0.86 8.74
H -0.64 -1.36 7.31
H -0.40 0.31 7.68
O -0.93 6.04 2.08
P 0.19 5.78 1.21
N 1.31 7.18 1.11
C 2.75 7.10 0.73
C 0.84 8.49 1.50
N -0.31 5.49 -0.49
C -0.81 4.14 -0.90
C 0.14 6.30 -1.53
N 1.16 4.44 1.67
C 2.32 3.89 0.92
C 1.04 3.97 3.06
H 2.80 6.51 -0.19
H 3.31 6.55 1.48
H 3.17 8.10 0.66
H 1.12 9.32 0.85
H 1.03 8.66 2.56
H -0.25 8.47 1.60
H -1.39 3.81 -0.04
H -1.55 4.23 -1.70
H 0.04 3.49 -1.10
H 1.09 5.80 -1.75
H -0.50 6.28 -2.41
H 0.42 7.34 -1.34
H 3.23 4.41 1.22
H 2.32 2.83 1.18
H 2.24 3.94 -0.17
H -0.03 3.91 3.28
H 1.46 4.71 3.75
H 1.51 3.00 3.26
O -3.01 -5.10 -7.23
P -1.80 -4.30 -6.95
N -0.38 -5.23 -7.29
C 1.02 -4.66 -7.37
C -0.46 -6.64 -7.63
N -1.54 -3.96 -5.31
C -2.76 -3.75 -4.46
C -0.22 -3.56 -4.68
N -1.58 -2.85 -7.74
C -1.72 -1.49 -7.01
C -1.45 -2.74 -9.16
H 0.85 -3.58 -7.32
H 1.46 -4.91 -8.34
H 1.55 -5.09 -6.52
H -0.97 -6.99 -8.53
H -0.84 -7.18 -6.77
H 0.53 -7.07 -7.79
H -3.15 -2.78 -4.77
H -3.54 -4.49 -4.61
H -2.55 -3.81 -3.39
H 0.54 -4.33 -4.76
H 0.14 -2.66 -5.17
H -0.26 -3.33 -3.61
H -1.45 -1.56 -5.96
H -1.10 -0.69 -7.42
H -2.76 -1.19 -7.14
H -2.23 -3.33 -9.64
H -0.50 -3.16 -9.47
H -1.56 -1.71 -9.52
C -3.17 -1.74 3.88
O -4.25 -0.85 3.73
C -5.50 -1.24 3.37
O -5.89 -2.32 2.86
O -6.35 -0.37 3.79
C -7.79 -0.58 3.64
H -2.61 -1.92 2.96
H -3.57 -2.69 4.24
H -2.56 -1.33 4.69
H -8.21 -1.10 4.50
H -8.01 -1.30 2.85
H -8.42 0.30 3.57
C 4.22 -2.99 3.58
O 2.83 -3.04 3.55
C 2.23 -3.82 2.67
O 2.83 -4.37 1.68
O 1.04 -4.14 3.06
C 0.21 -4.83 2.09
H 4.61 -2.92 2.57
H 4.49 -3.96 3.99
H 4.59 -2.15 4.16
H -0.79 -4.86 2.53
H 0.55 -5.83 1.84
H 0.18 -4.34 1.12
C 4.00 0.01 -3.45
O 5.14 -0.89 -3.27
C 5.12 -1.98 -2.55
O 6.08 -2.75 -2.43
O 3.84 -2.21 -2.08
C 3.51 -3.43 -1.37
H 4.25 0.59 -4.34
H 3.86 0.65 -2.59
H 3.10 -0.54 -3.72
H 3.53 -4.25 -2.09
H 2.53 -3.44 -0.89
H 4.32 -3.64 -0.67
C -2.30 -0.47 -3.03
O -3.09 0.54 -3.68
C -3.40 1.62 -2.91
O -2.84 1.98 -1.84
O -4.47 2.17 -3.44
C -4.84 3.50 -2.94
H -2.76 -1.45 -3.12
H -2.09 -0.38 -1.96
H -1.40 -0.53 -3.64
H -4.07 3.98 -2.33
H -5.66 3.48 -2.22
H -5.00 4.10 -3.83
*
```

Output
ΔE to the lowest compared entry with this formula, charge and spin (kcal per mole): 124.5
Total energy (eV): -315544.2828
Kohn-Sham gap (eV): 7.6921

3.
Here is an isolated molecule of C4H12N2Si at a distorted geometry from OMol25. Energies are from ωB97M-V with the def2-TZVPD basis set.

```
! wB97M-V def2-TZVPD RIJCOSX def2/J DEFGRID3
* xyz 0 1
C -2.27 1.69 -0.15
C -1.23 1.05 -0.62
C 2.62 0.64 0.10
C -1.27 -1.53 1.20
N 0.25 -1.39 -1.51
N 1.60 -0.13 0.73
Si -0.36 -0.60 -0.14
H -2.64 2.53 -0.73
H -3.12 1.29 0.49
H -0.60 1.47 -1.30
H 2.57 1.67 0.18
H 3.60 0.52 0.57
H 2.64 0.42 -0.92
H -1.29 -2.55 0.90
H -0.72 -1.40 2.16
H -2.25 -1.07 1.28
H -0.02 -1.13 -2.44
H 1.13 -1.71 -1.46
H 1.37 0.24 1.65
*
```

Output
ΔE to the lowest compared entry with this formula, charge and spin (kcal per mole): 37.8
Structure (SMILES): C=C[Si@@](C)(N)NC
Total energy (eV): -15199.4728
Kohn-Sham gap (eV): 8.6463

4.
Here is a structure of composition C10H16BCrF5N2O14Rb at a distorted geometry from OMol25. Energies are from ωB97M-V with the def2-TZVPD basis set.

```
! wB97M-V def2-TZVPD RIJCOSX def2/J DEFGRID3
* xyz -1 5
Rb -2.76 -2.73 0.75
Cr 1.08 -0.57 2.00
N -0.63 -2.65 3.96
O 0.06 -1.78 3.42
O -0.30 -3.32 4.85
O -1.79 -2.69 3.69
N 1.13 2.12 2.65
O 0.42 1.18 3.16
O 1.00 3.27 2.75
O 1.91 1.43 1.94
C 2.98 -2.33 0.16
O 3.20 -1.02 -0.27
O 2.31 -2.11 1.39
C 2.23 -3.14 -0.96
F 1.75 -4.32 -0.47
F 1.23 -2.58 -1.55
F 3.16 -3.44 -1.92
C 4.35 -0.79 -1.08
C 4.64 0.73 -1.24
H 4.17 1.21 -0.39
H 5.72 0.92 -1.23
H 4.17 1.23 -2.09
H 4.22 -1.27 -2.05
H 5.34 -1.18 -0.84
H 3.93 -2.86 0.18
B -0.62 -0.50 0.71
H -1.52 -0.38 0.12
H -0.34 -1.53 0.60
H 0.25 0.09 0.45
H -0.88 -0.32 1.74
C -2.07 -0.65 -2.34
C -2.29 0.19 -3.59
O -3.69 0.44 -3.61
C -4.15 0.32 -2.44
O -5.25 0.75 -2.07
O -3.26 -0.27 -1.61
F -1.84 -0.39 -4.72
H -1.06 -0.44 -1.99
H -2.21 -1.70 -2.61
H -1.79 1.15 -3.54
C -1.81 3.10 1.67
C -3.10 2.61 1.05
O -2.93 2.74 -0.32
C -1.76 3.24 -0.58
O -1.34 3.41 -1.71
O -1.00 3.26 0.56
F -4.11 3.36 1.46
H -1.38 2.56 2.51
H -2.03 4.06 2.14
H -3.32 1.58 1.31
*
```

Output
Total energy (eV): -85608.1812
Kohn-Sham gap (spin up / spin down) (eV): 5.5316 / 7.1488

- Number 2 is which compound?
  C31H79Br3N9O15P3